# C5H10N2O

2 unconnected molecules or ions with the total composition C5H10N2O (ωB97M-V with the def2-TZVPD basis set, the OMol25 dataset).

Each line ends with the Mulliken charge.
Positions of all 18 atoms, in Å:
C 0.75 -2.28 0.76  -0.4619
O 1.50 -2.97 1.66  -0.5096
H 2.13 -3.51 1.18  0.3103
H 0.96 -1.26 1.07  0.1678
H -0.39 -2.31 0.87  0.2480
H 1.08 -2.13 -0.28  0.2441
C 1.21 0.68 -1.07  -1.0714
C -0.53 1.62 0.52  -0.3990
C -0.20 1.05 -0.73  0.6394
C -2.26 1.36 -0.75  -0.2130
N -1.87 2.01 0.45  -0.0553
N -1.33 0.76 -1.49  -0.5896
H 0.17 1.70 1.42  0.3073
H -2.55 2.42 0.99  0.1472
H 1.92 0.53 -0.26  0.3411
H 1.59 1.36 -1.91  0.2696
H -3.36 1.30 -0.97  0.3537
H 1.18 -0.34 -1.44  0.2712

The HOMO energy comes out at -8.4 eV. The SMILES is Cc1c[nH]cn1.CO. As for the charge: 0. Its LUMO energy is 0.88 eV. For the frontier orbital gap, the calculation gives 9.234 eV. The spin multiplicity is 1. As for the energy above the lowest of the compared OMol25 structures with the same formula, charge and spin: 58.3 kcal per mole.